No. 1
Molecular formula: C51H134N12O16
Method: DFT, ωB97M-V/def2-TZVPD

The geometry in XYZ format:
```
213
Properties=species:S:1:pos:R:3:mulliken_charge:R:1
C -0.422 13.494 -1.345 -1.3044
C -1.076 12.101 -1.772 0.2279
C -1.260 11.200 -0.564 -0.6630
O -2.155 10.107 -0.852 -0.3486
C -2.567 9.435 0.299 -0.7859
N -2.296 12.425 -2.451 -0.6892
H -1.166 13.738 -0.587 0.3880
H -0.395 14.255 -2.125 0.3451
H 0.593 13.357 -0.970 0.3284
H -0.506 11.562 -2.528 0.3112
H -1.518 11.750 0.341 0.3516
H -0.264 10.881 -0.257 0.3616
H -3.082 10.123 0.969 0.3343
H -1.800 8.850 0.806 0.2947
H -3.278 8.648 0.051 0.2675
H -2.725 13.160 -1.908 0.2774
H -2.868 11.603 -2.316 0.3029
C -0.748 6.258 -6.755 -1.3870
C 0.665 6.089 -6.114 0.2923
C 1.658 7.304 -6.442 -0.6534
O 2.926 7.001 -5.880 -0.1309
C 3.994 7.725 -6.514 -0.8382
N 0.496 6.079 -4.652 -0.6700
H -0.775 6.411 -7.834 0.3745
H -1.317 7.118 -6.402 0.3206
H -1.382 5.376 -6.670 0.3475
H 1.047 5.118 -6.428 0.2513
H 1.322 8.277 -6.081 0.3429
H 1.653 7.314 -7.532 0.3127
H 4.102 7.640 -7.595 0.3387
H 4.933 7.496 -6.011 0.2190
H 3.871 8.794 -6.339 0.3573
H 1.348 6.069 -4.110 0.2809
H 0.036 6.956 -4.452 0.2420
C -1.392 3.365 8.119 -1.2802
C -0.829 4.280 9.275 0.5130
C -1.435 3.858 10.579 -0.5938
O -2.586 4.581 10.905 -0.4101
C -3.880 4.250 10.276 -0.7698
N 0.579 4.429 9.158 -0.7186
H -1.083 3.820 7.178 0.3547
H -2.478 3.409 8.195 0.3374
H -1.082 2.320 8.147 0.2810
H -1.265 5.247 9.021 0.1684
H -0.638 3.749 11.314 0.4082
H -1.721 2.811 10.684 0.2840
H -4.538 4.413 11.130 0.2588
H -4.027 3.194 10.049 0.3755
H -4.237 4.931 9.504 0.2863
H 0.802 5.073 8.413 0.2647
H 0.994 4.915 9.940 0.2431
C -9.070 -3.002 3.159 -1.4701
C -8.103 -1.868 3.645 0.5627
C -8.647 -1.190 4.918 -0.7703
O -8.123 0.120 5.333 -0.3442
C -8.953 0.592 6.459 -0.7063
N -6.694 -2.255 3.743 -0.7405
H -8.812 -3.429 2.189 0.3560
H -10.130 -2.752 3.117 0.3891
H -8.986 -3.917 3.745 0.3208
H -8.136 -1.101 2.871 0.2149
H -8.344 -1.830 5.747 0.3776
H -9.734 -1.247 4.852 0.3888
H -8.741 1.661 6.495 0.2603
H -8.528 0.298 7.418 0.2885
H -10.032 0.471 6.363 0.3066
H -6.341 -1.870 4.607 0.2885
H -6.149 -1.654 3.143 0.2792
C 1.504 0.361 -0.722 -1.3478
C 0.018 0.216 -1.290 0.1540
C -1.140 1.108 -0.483 -0.4839
O -2.437 0.610 -0.528 -0.3651
C -2.945 0.703 -1.866 -0.7203
N 0.127 0.683 -2.732 -0.6357
H 1.425 0.459 0.361 0.3589
H 1.850 1.384 -0.874 0.3675
H 2.154 -0.439 -1.077 0.3628
H -0.284 -0.829 -1.361 0.3307
H -1.160 2.129 -0.865 0.3515
H -0.905 1.061 0.580 0.2701
H -4.018 0.511 -1.837 0.2761
H -2.691 -0.153 -2.491 0.2797
H -2.895 1.696 -2.312 0.3058
H 0.857 0.141 -3.173 0.2486
H 0.375 1.661 -2.772 0.2473
C 17.476 -4.571 -2.392 -0.7656
O 16.143 -4.995 -2.694 -0.3001
C 15.943 -6.410 -2.894 -0.5952
C 14.886 -6.666 -3.878 -0.5618
N 13.614 -6.285 -3.290 -0.4738
C 12.492 -6.165 -4.220 -0.4728
C 12.384 -4.756 -4.712 -0.6376
O 11.844 -4.013 -3.699 -0.3223
C 10.414 -3.969 -3.830 -0.8329
H 18.207 -4.882 -3.139 0.3185
H 17.890 -4.795 -1.409 0.2895
H 17.359 -3.489 -2.439 0.2406
H 15.856 -6.846 -1.898 0.2883
H 16.877 -6.799 -3.299 0.4796
H 15.007 -7.716 -4.142 0.3704
H 15.052 -6.135 -4.815 0.2821
H 13.929 -5.357 -3.047 0.3409
H 11.589 -6.391 -3.653 0.2893
H 12.624 -6.847 -5.061 0.3434
H 11.879 -4.724 -5.677 0.3483
H 13.360 -4.400 -5.044 0.4233
H 9.905 -3.369 -3.075 0.3155
H 9.937 -4.944 -3.730 0.3053
H 9.905 -3.512 -4.678 0.3269
C 5.647 8.392 -1.295 -0.8408
O 4.900 7.260 -1.608 -0.2548
C 5.134 6.073 -0.807 -0.5770
C 6.383 5.206 -1.392 -0.6205
N 5.935 4.680 -2.719 -0.2581
C 6.975 4.011 -3.498 -0.8558
C 6.476 3.498 -4.910 -0.4947
O 5.402 2.532 -4.939 -0.2772
C 5.058 1.947 -6.242 -0.7331
H 6.616 8.335 -1.791 0.3201
H 5.891 8.695 -0.277 0.3367
H 5.174 9.267 -1.742 0.2613
H 4.264 5.417 -0.853 0.2788
H 5.320 6.331 0.236 0.4064
H 6.635 4.491 -0.608 0.4171
H 7.230 5.889 -1.455 0.3162
H 5.707 5.516 -3.237 0.2021
H 7.635 3.349 -2.937 0.4854
H 7.605 4.880 -3.685 0.4299
H 7.373 3.073 -5.361 0.3688
H 6.203 4.373 -5.500 0.2548
H 4.699 0.984 -5.881 0.2817
H 5.897 1.588 -6.838 0.3198
H 4.352 2.533 -6.831 0.2323
C 5.112 0.980 7.211 -0.6936
O 5.647 -0.290 7.690 -0.3362
C 5.325 -1.432 6.877 -0.5936
C 4.527 -2.490 7.653 -0.5378
N 3.018 -2.319 7.640 -0.2589
C 2.235 -3.414 8.230 -0.3798
C 0.758 -3.267 7.963 -0.6463
O 0.182 -2.221 8.730 -0.3351
C -0.436 -2.308 9.984 -0.6836
H 5.708 1.294 6.353 0.2956
H 5.360 1.605 8.069 0.2488
H 4.034 1.071 7.076 0.3017
H 6.291 -1.911 6.716 0.3171
H 4.921 -1.128 5.911 0.3731
H 4.901 -2.506 8.677 0.2939
H 4.670 -3.530 7.359 0.3457
H 2.622 -1.399 7.770 0.2238
H 2.340 -3.386 9.315 0.2199
H 2.634 -4.344 7.826 0.3771
H 0.362 -4.250 8.218 0.3504
H 0.367 -3.030 6.973 0.3080
H 0.357 -2.000 10.667 0.2646
H -0.666 -3.334 10.270 0.3208
H -1.300 -1.650 10.076 0.2216
C 2.926 -6.588 0.419 -0.7512
O 2.441 -7.451 -0.651 -0.2979
C 3.344 -8.158 -1.466 -0.4938
C 2.771 -9.425 -2.212 -0.8242
N 1.500 -9.051 -2.900 -0.4371
C 1.735 -8.363 -4.248 -0.4534
C 0.474 -7.506 -4.458 -0.5575
O -0.649 -8.204 -4.823 -0.3469
C -1.740 -7.244 -5.103 -0.7143
H 3.349 -7.166 1.240 0.2961
H 2.025 -6.145 0.844 0.2300
H 3.536 -5.777 0.021 0.3096
H 4.132 -8.486 -0.787 0.4556
H 3.964 -7.549 -2.124 0.3457
H 2.585 -10.154 -1.423 0.3379
H 3.460 -9.987 -2.843 0.3460
H 1.344 -8.291 -2.253 0.3278
H 1.887 -8.806 -5.233 0.3661
H 2.547 -7.640 -4.177 0.2893
H 0.807 -6.865 -5.275 0.3043
H 0.090 -6.852 -3.676 0.3916
H -1.552 -6.749 -6.056 0.3059
H -1.999 -6.656 -4.223 0.3040
H -2.620 -7.864 -5.274 0.2655
C -18.580 -5.666 -2.040 -0.7735
O -17.494 -5.040 -2.775 -0.3333
C -17.084 -3.838 -2.012 -0.6196
C -15.929 -3.184 -2.778 -0.6020
N -14.850 -4.181 -2.831 -0.4944
C -13.772 -3.679 -3.719 -0.6319
C -13.078 -2.491 -3.015 -0.5980
O -13.489 -1.290 -3.497 -0.3196
C -12.947 -0.192 -2.846 -0.8368
H -19.506 -5.122 -2.227 0.2926
H -18.429 -5.780 -0.966 0.3085
H -18.727 -6.712 -2.310 0.2770
H -16.893 -4.048 -0.960 0.3718
H -17.926 -3.149 -1.941 0.4191
H -15.649 -2.186 -2.440 0.4026
H -16.235 -2.917 -3.789 0.3066
H -15.320 -4.945 -3.295 0.2765
H -14.177 -3.450 -4.704 0.3791
H -13.024 -4.458 -3.867 0.3594
H -11.989 -2.532 -2.978 0.4666
H -13.412 -2.565 -1.981 0.4227
H -13.790 0.496 -2.777 0.2667
H -12.211 0.234 -3.528 0.2804
H -12.483 -0.247 -1.861 0.3796
C -3.593 -6.910 0.222 0.5962
O -3.106 -7.837 -0.348 -0.6196
N -2.967 -5.765 0.528 -0.3916
N -4.763 -6.858 0.720 -0.3648
H -3.269 -4.915 0.983 0.1621
H -2.052 -5.715 0.104 0.1978
H -5.232 -7.752 0.730 0.2387
H -4.969 -6.046 1.285 0.1808
```

Properties
**Kohn-Sham gap**: 8.58 eV
**SMILES**: COC[C@H](C)N.COC[C@H](C)N.COC[C@H](C)N.COC[C@H](C)N.COC[C@H](C)N.COCCNCCOC.COCCNCCOC.COCCNCCOC.COCCNCCOC.COCCNCCOC.NC(N)=O
**E_LUMO**: 0.36 eV

No. 2
Molecular formula: C51H29I4N5O4Sn
Method: DFT, ωB97M-V/def2-TZVPD

The geometry in XYZ format:
```
94
Properties=species:S:1:pos:R:3:mulliken_charge:R:1
Sn 0.611 0.337 -0.242 0.5722
I 5.089 4.452 -6.442 0.0501
C 3.792 3.016 -5.584 -0.0860
C 2.480 3.350 -5.291 -0.9115
C 1.658 2.423 -4.685 -0.3213
C 2.113 1.135 -4.359 1.0623
C 3.460 0.852 -4.635 -0.5917
C 4.286 1.768 -5.250 -1.0149
C 1.304 0.255 -3.541 0.6719
C -0.059 0.537 -3.294 0.0461
C -1.018 0.976 -4.267 -1.4593
C -2.235 0.935 -3.667 -1.0838
C -2.013 0.539 -2.306 0.1043
C -2.979 0.487 -1.302 0.4381
C -4.393 0.736 -1.689 -0.7111
C -4.888 2.020 -1.885 0.1814
C -6.213 2.223 -2.230 -0.8124
C -7.045 1.131 -2.396 -0.1251
I -9.073 1.435 -2.938 0.0631
C -6.572 -0.157 -2.222 -0.6667
C -5.251 -0.347 -1.861 0.1020
C -2.729 0.193 0.043 0.4762
N -1.522 -0.107 0.587 0.4186
C -1.711 -0.349 1.909 0.4279
C -0.763 -0.882 2.790 1.2984
C -1.108 -0.900 4.227 -0.8808
C -1.127 0.300 4.931 0.1721
C -1.406 0.325 6.285 -0.7771
C -1.700 -0.861 6.934 -0.1986
I -2.176 -0.836 9.001 0.0603
C -1.704 -2.065 6.253 -0.6558
C -1.401 -2.080 4.904 -0.2627
C 0.420 -1.520 2.399 0.4633
C 1.249 -2.338 3.239 -1.2249
C 2.191 -2.894 2.434 -1.6050
C 1.949 -2.404 1.107 0.0936
N 0.891 -1.555 1.130 -0.0926
C 2.664 -2.779 -0.034 0.9099
C 2.457 -2.267 -1.317 0.5331
C 3.063 -2.751 -2.519 -1.2099
C 2.725 -1.880 -3.509 -1.4700
C 1.896 -0.879 -2.910 0.4957
N 1.708 -1.174 -1.614 0.3202
C 3.779 -3.745 0.088 -0.9184
C 5.076 -3.292 -0.136 0.0722
C 6.147 -4.164 -0.116 -0.7337
C 5.920 -5.508 0.118 -0.1074
I 7.555 -6.860 0.104 0.0689
C 4.642 -5.981 0.354 -0.6986
C 3.577 -5.096 0.349 -0.0186
C -3.093 -0.145 2.234 -1.4976
C -3.728 0.169 1.076 -1.7001
N -0.695 0.269 -2.139 0.1775
H 2.106 4.339 -5.510 0.3954
H 0.664 2.727 -4.400 0.3580
H 3.887 -0.085 -4.324 0.4180
H 5.318 1.513 -5.440 0.3939
H -0.800 1.192 -5.296 0.7245
H -3.194 1.143 -4.100 0.6505
H -4.229 2.869 -1.784 0.7082
H -6.592 3.224 -2.377 0.3987
H -7.223 -1.006 -2.369 0.4016
H -4.874 -1.349 -1.720 0.5176
H -0.916 1.222 4.411 0.3770
H -1.398 1.257 6.831 0.4349
H -1.943 -2.986 6.766 0.3989
H -1.407 -3.016 4.366 0.5920
H 1.120 -2.483 4.297 0.6546
H 2.977 -3.573 2.708 0.5737
H 3.640 -3.652 -2.603 0.6371
H 2.936 -1.981 -4.558 0.7953
H 5.243 -2.242 -0.321 0.5647
H 7.148 -3.801 -0.290 0.3933
H 4.475 -7.033 0.532 0.3934
H 2.579 -5.464 0.529 0.5084
H -3.525 -0.286 3.206 0.5951
H -4.777 0.363 0.938 0.5733
O 1.794 1.775 4.126 -0.4525
C 1.581 1.896 2.815 0.3142
O 2.248 1.324 1.996 -0.5545
C 0.422 2.783 2.495 0.5522
C -0.289 3.470 3.479 -0.5482
C -1.410 4.186 3.093 -0.8098
C -1.776 4.210 1.755 -0.8447
C -0.982 3.518 0.841 1.0254
N 0.081 2.828 1.220 -0.1216
C -1.210 3.498 -0.644 0.4703
O -2.343 4.061 -1.086 -0.4940
O -0.420 3.027 -1.407 -0.3959
H 2.524 1.157 4.295 0.4273
H 0.033 3.453 4.508 0.5296
H -2.004 4.715 3.823 0.4547
H -2.642 4.787 1.458 0.2780
H -2.925 4.373 -0.382 0.2676
```

Properties
**Kohn-Sham gap (alpha / beta)**: 5.07 / 5.16 eV
**E_LUMO (alpha / beta)**: -1.38 / -1.43 eV

No. 3
Molecular formula: C51H34As2ClF5INO2SSe3TeTi
Method: DFT, ωB97M-V/def2-TZVPD

The geometry in XYZ format:
```
103
Properties=species:S:1:pos:R:3:mulliken_charge:R:1
Ti 0.297 -0.359 -0.772 0.4294
Cl 6.123 0.148 -4.460 -0.3045
C 4.859 -0.332 -3.359 0.5781
C 4.868 -1.582 -2.828 -0.3970
C 3.867 -1.992 -1.923 0.1027
I 3.916 -3.919 -1.161 0.0263
C 2.856 -1.147 -1.531 -0.1981
O 1.910 -1.460 -0.681 -0.2253
C 2.829 0.151 -2.138 -0.0681
N 1.757 0.921 -1.823 1.1667
C 1.675 2.125 -2.313 -0.2321
C 2.651 2.664 -3.162 -1.3877
C 3.711 1.892 -3.531 -1.1370
C 3.826 0.582 -3.032 0.3618
H 5.654 -2.275 -3.097 0.4233
H 0.808 2.708 -2.037 0.1953
H 2.536 3.677 -3.522 0.5412
H 4.468 2.269 -4.206 0.4073
Se -1.354 -2.242 0.167 -0.1218
Se -0.706 -4.085 -1.116 -0.3597
Te -1.426 -3.230 -3.361 -0.2230
Se -0.152 -1.080 -3.333 -0.2350
C -5.871 -0.852 -0.041 -0.6173
C -5.481 0.301 0.623 -0.6261
C -4.352 0.999 0.210 -0.5696
C -3.611 0.552 -0.879 0.7784
C -3.988 -0.624 -1.520 -0.0060
C -5.118 -1.316 -1.111 -0.9404
As -1.927 1.379 -1.388 1.2315
C -2.252 2.027 -3.205 0.6661
C -1.864 3.315 -3.567 -0.0459
C -2.014 3.758 -4.876 -0.9526
C -2.567 2.922 -5.834 -0.4798
C -2.956 1.637 -5.480 -0.9554
C -2.789 1.188 -4.178 -0.3078
C -2.022 3.117 -0.507 -1.4560
C -0.860 3.631 0.056 0.5599
C -0.842 4.925 0.574 -0.1062
C -1.986 5.704 0.538 -0.7969
C -3.153 5.197 -0.030 -0.9900
C -3.166 3.916 -0.558 0.1812
H -6.746 -1.401 0.286 0.3691
H -6.052 0.663 1.471 0.4273
H -4.056 1.887 0.748 0.2387
H -3.369 -1.049 -2.297 -0.0923
H -5.382 -2.241 -1.610 0.4309
H -1.444 3.989 -2.833 0.3418
H -1.701 4.761 -5.140 0.4205
H -2.689 3.268 -6.853 0.3696
H -3.377 0.970 -6.223 0.4210
H -3.062 0.174 -3.933 0.2304
H 0.042 3.028 0.103 0.3536
H 0.075 5.317 1.003 0.2914
H -1.971 6.709 0.942 0.4449
H -4.048 5.806 -0.072 0.3952
H -4.064 3.540 -1.027 0.5417
O 0.020 0.590 0.959 1.8290
As 0.649 0.145 2.474 0.6738
C 0.843 1.643 3.646 0.2145
C 0.421 2.899 3.239 -0.3366
C 0.457 3.957 4.135 -0.3506
C 0.925 3.758 5.428 -0.7818
C 1.340 2.495 5.830 -0.8910
C 1.289 1.428 4.943 -0.4734
C -0.848 -0.778 3.264 0.4764
C -0.690 -1.763 4.229 -0.4144
C -1.809 -2.363 4.792 -0.7959
C -3.080 -1.973 4.396 -0.6646
C -3.236 -0.981 3.437 -0.4648
C -2.122 -0.379 2.874 -0.3871
C 2.112 -1.071 2.598 0.6595
C 3.336 -0.657 3.110 -0.5362
C 4.349 -1.594 3.260 -0.7382
C 4.138 -2.914 2.885 -0.7563
C 2.916 -3.311 2.357 -1.0238
C 1.891 -2.390 2.213 -0.1464
H 0.080 3.047 2.226 -0.2048
H 0.134 4.941 3.814 0.5246
H 0.975 4.589 6.122 0.4218
H 1.711 2.337 6.836 0.3965
H 1.607 0.444 5.267 0.4194
H 0.298 -2.088 4.528 0.4023
H -1.684 -3.144 5.532 0.4048
H -3.952 -2.453 4.827 0.3861
H -4.224 -0.691 3.103 0.3777
H -2.242 0.369 2.104 0.3254
H 3.507 0.385 3.341 0.3765
H 5.311 -1.283 3.646 0.4590
H 4.939 -3.638 2.987 0.3658
H 2.764 -4.332 2.034 0.6135
H 0.942 -2.678 1.774 0.3174
F 3.425 7.160 3.880 -0.3492
C 3.348 5.987 3.230 0.7170
C 3.852 4.834 3.795 0.1384
F 4.415 4.888 5.014 -0.3919
C 3.760 3.633 3.117 0.1180
F 4.260 2.549 3.739 -0.4191
C 3.169 3.503 1.857 0.1978
S 2.979 1.983 1.050 0.0585
C 2.696 4.703 1.317 -0.1882
F 2.113 4.710 0.104 -0.4009
C 2.770 5.914 1.978 0.1637
F 2.279 7.031 1.413 -0.4158
```

Properties
**Kohn-Sham gap**: 6.30 eV
**Net charge**: -1
**2S+1**: 2
**<S²>**: 0.755
**E_LUMO**: 1.95 eV

no.,E_tot (eV),maximum force (eV/Å)
1,-105681.8110,5.646
2,-107233.3835,0.937
3,-452201.0237,0.662